[1]
Computed, not measured: a molecular structure, C17H16BBrF4N2O3S3Ti, with the ωB97M-V functional and the def2-TZVPD basis.

Element x y z (Å)
Br -5.117 -4.424 -2.102
Ti 1.187 0.879 0.591
S 2.536 -0.735 2.391
S 1.707 -2.677 4.503
S 0.219 -0.197 4.196
F 5.082 2.283 -0.975
F 3.281 3.697 -0.779
F 3.197 1.572 0.146
F 3.144 1.854 -2.141
O -2.299 0.815 1.325
O 0.898 2.349 1.849
O -0.458 -0.348 0.768
N 0.189 2.185 -0.658
N 2.081 -0.904 -0.678
C 1.541 -1.230 3.670
C -1.182 4.174 -2.078
C 3.004 -3.303 -0.266
C -2.685 -3.240 -1.184
C -1.717 -0.133 0.807
C -0.122 2.036 -1.969
C -0.857 4.337 -0.734
C -3.925 -1.100 0.076
C -0.195 3.339 -0.051
C -4.700 -2.049 -0.575
C -0.801 2.987 -2.699
C 2.076 -4.008 0.731
C -1.931 -2.277 -0.526
C 0.151 3.429 1.417
C -4.063 -3.109 -1.199
C -2.540 -1.200 0.107
C 2.526 -1.952 -0.549
B 3.693 2.381 -0.971
H -1.706 4.948 -2.625
H -1.015 2.800 -3.743
H -2.213 -4.079 -1.678
H -0.850 -2.339 -0.495
H -4.376 -0.251 0.575
H 2.452 -5.010 0.936
H 0.220 1.118 -2.429
H 3.077 -3.851 -1.207
H 0.685 4.381 1.582
H 1.066 -4.088 0.327
H -0.802 3.495 1.971
H 0.403 0.830 3.332
H 4.008 -3.210 0.150
H -5.778 -1.972 -0.602
H 2.030 -3.447 1.665
H -1.120 5.243 -0.200

**E_HOMO (spin up / spin down)**: 0.446 / -2.150 eV
**Orbital gap (spin up / spin down)**: 3.19 / 5.78 eV
**2S+1**: 3
**Charge**: -2
**Expectation value of S²**: 2.0190

Here are the Löwdin charges for atoms 1 to 8, given in e: 0.649 0.775 0.526 0.320 0.635 0.108 0.120 -0.020

[2]
Computed, not measured: a molecular structure, C17H16BCsIN9, with the ωB97M-V functional and the def2-TZVPD basis.

Element x y z (Å)
Cs -0.793 2.590 0.600
I 2.250 3.642 -5.555
N -1.379 -0.317 -0.288
N 1.492 0.660 0.603
N -0.636 3.794 -2.385
N 0.592 -3.921 0.896
N -0.522 -0.782 2.578
N 1.324 -0.751 0.735
N -0.998 -1.535 0.185
N 0.534 -2.869 1.752
N -0.587 0.569 2.685
C 1.825 -4.374 2.730
C 0.551 4.072 -4.444
C 3.242 -0.409 -0.320
C -1.613 4.553 -2.883
C 2.313 -1.385 0.201
C 2.623 0.837 0.013
C -1.218 0.807 3.822
C -2.412 -1.938 -1.459
C 0.419 3.563 -3.159
C 1.355 -4.824 1.479
C -1.615 -2.522 -0.506
C -0.470 4.861 -4.953
C -1.574 5.103 -4.153
C -2.220 -0.560 -1.277
C -1.136 -1.365 3.638
C 1.291 -3.119 2.855
C -1.592 -0.378 4.472
B -0.031 -1.526 1.350
H 2.453 -4.890 3.434
H -2.395 5.711 -4.507
H -1.379 1.825 4.146
H -1.202 -2.437 3.715
H 1.204 2.939 -2.745
H 1.381 -2.392 3.645
H -2.467 4.729 -2.239
H 4.162 -0.617 -0.841
H -2.114 -0.495 5.404
H -3.042 -2.440 -2.172
H 2.975 1.839 -0.180
H 1.533 -5.767 0.989
H -1.425 -3.552 -0.269
H -0.405 5.275 -5.950
H 2.369 -2.464 0.178
H -2.661 0.262 -1.820

**E_HOMO (spin up / spin down)**: -11.556 / -11.533 eV
**Orbital gap (spin up / spin down)**: 9.15 / 4.77 eV
**2S+1**: 2
**Charge**: +1
**Expectation value of S²**: 0.7616

Here are the Löwdin charges for atoms 1 to 8, given in e: 0.991 0.918 -0.028 0.038 -0.027 0.060 -0.014 0.106

Asked for energy relative to the best compared isomer or geometry (same formula, charge and spin) across the records above, the calculation gives 0.0 0.7 kcal/mol in order.
Asked for E_tot across the records above, the calculation gives -6035.4560 -1492.7324 a.u. in order.